Computed, not measured: a single C14H19NO3 molecule, with ωB97M-V/def2-TZVPD.

CARTESIAN COORDINATES (ANGSTROEM)
C -4.8082 -0.5273 -0.1986
C -3.7893 0.5146 0.3086
O -2.6746 0.3120 -0.5481
C -1.7401 1.0429 0.1862
O -1.8067 1.6382 1.3326
C -0.4176 0.9792 -0.8078
O -0.3996 0.3610 -1.8180
N 0.6696 1.5354 -0.0976
C 1.8973 1.5215 -0.6213
C 2.5510 2.5503 -1.2218
C 2.9236 0.7850 0.6928
C 2.1951 -0.0651 1.6533
C 1.4173 -1.1689 0.6844
C 0.0148 -1.3252 1.2358
C -0.5933 -2.2507 0.4282
C -0.0487 -3.0171 -0.4823
C 1.3414 -2.6598 -1.2015
C 2.1473 -1.8671 -0.2559
H -5.0505 -0.3926 -1.3351
H -4.3704 -1.3101 -0.1468
H -5.7883 -0.5085 0.0600
H -3.5888 0.4288 1.3475
H -4.3164 1.4954 0.1884
H 0.3762 2.2759 0.7899
H 1.9464 0.5323 -1.3244
H 3.5767 2.6935 -1.4034
H 2.4873 3.5090 -0.4921
H 1.8510 2.9970 -1.8342
H 3.7724 0.4973 0.2938
H 3.2618 1.9099 1.2006
H 1.5089 0.3519 2.1056
H 3.0372 -0.5511 2.1536
H -0.3339 -0.7589 1.8296
H -1.5896 -2.5850 0.6897
H -0.6295 -3.8304 -1.1089
H 1.8575 -3.2150 -1.7918
H 3.1124 -1.8984 -0.4911

Its frontier orbital gap is 8.52 eV. The HOMO energy is -8.31 eV. For the LUMO energy, the calculation gives 0.2 eV. The calculated total energy is -22447.7539 eV. As for the energy above the lowest of the compared OMol25 structures with the same formula, charge and spin: 294.82 kcal/mol. The maximum force is 17.26 eV/Å. Its structure (SMILES) is CCOC(=O)C(=O)N[C@@H](C)CCc1ccccc1.



Computed, not measured: a single C14H19NO4 molecule, with ωB97M-V/def2-TZVPD.

CARTESIAN COORDINATES (ANGSTROEM)
C -5.0670 -0.2827 1.3833
C -5.4877 -0.4288 -0.0735
C -4.4608 -1.1773 -0.9239
C -3.1549 -0.4120 -1.1296
O -2.3537 -0.5564 0.0270
C -1.1544 0.0695 0.0835
C -0.6008 0.8428 -0.9331
C 0.6378 1.4342 -0.7558
C 1.3510 1.2785 0.4238
C 2.7104 1.8978 0.5786
C 3.8120 1.0747 -0.0639
O 4.8067 1.5839 -0.5645
N 3.6372 -0.2562 -0.0193
C 4.5230 -1.1877 -0.6936
C 5.8889 -1.3464 0.0119
O 6.2642 -2.4048 0.4302
O 6.6027 -0.2408 0.0902
C 0.7925 0.5026 1.4367
C -0.4399 -0.0921 1.2733
H -5.8408 0.2311 1.9495
H -4.9046 -1.2609 1.8294
H -4.1446 0.2844 1.4652
H -5.6589 0.5600 -0.5062
H -6.4326 -0.9753 -0.1185
H -4.2238 -2.1337 -0.4556
H -4.8913 -1.3751 -1.9075
H -3.3647 0.6502 -1.3162
H -2.6201 -0.8213 -1.9987
H -1.1233 0.9923 -1.8644
H 1.0546 2.0322 -1.5532
H 2.9652 2.0013 1.6368
H 2.7462 2.8914 0.1288
H 2.8115 -0.6233 0.4287
H 4.7191 -0.8220 -1.7098
H 4.0417 -2.1633 -0.7448
H 6.1139 0.5495 -0.2709
H 1.3239 0.3727 2.3693
H -0.8789 -0.6888 2.0569

Its frontier orbital gap is 9.40 eV. The HOMO energy is -8.89 eV. For the LUMO energy, the calculation gives 0.5 eV. The calculated total energy is -24507.4500 eV. As for the energy above the lowest of the compared OMol25 structures with the same formula, charge and spin: 10.15 kcal/mol. The maximum force is 0.88 eV/Å. Its structure (SMILES) is CCCCOc1ccc(CC(=O)NCC(=O)O)cc1.



Computed, not measured: 2 unconnected molecules or ions with the total composition C14H20BCl4NO, with ωB97M-V/def2-TZVPD.

CARTESIAN COORDINATES (ANGSTROEM)
Cl 2.5103 2.9868 -3.3509
B 1.7949 1.3074 -3.0683
Cl 2.1402 0.1302 -4.4680
Cl 2.4487 0.5788 -1.4432
O 0.3221 1.4724 -2.9303
C -0.5278 0.5192 -2.7945
C -1.9000 0.7684 -3.1352
C -2.7774 -0.3260 -3.2979
C -4.1370 -0.1108 -3.4817
C -4.6289 1.2030 -3.5491
Cl -6.3198 1.4778 -3.6319
C -3.7509 2.3029 -3.4873
C -2.3883 2.0910 -3.3170
H -0.1964 -0.4925 -2.5445
H -2.3646 -1.3322 -3.2670
H -4.8327 -0.9395 -3.5735
H -4.1428 3.3119 -3.5738
H -1.6904 2.9279 -3.3062
C 2.1157 -2.8826 3.2592
C 1.8414 -1.9805 2.0474
C 3.1254 -1.8695 1.2254
C 1.3726 -0.5737 2.4552
C 0.4525 -0.4765 3.6934
C -0.2177 0.9043 3.5455
C 0.0995 1.3693 2.1007
N 0.6214 0.1622 1.4483
H 2.9659 -2.5017 3.8455
H 1.2465 -2.9774 3.9211
H 2.3811 -3.8854 2.9019
H 1.0342 -2.4314 1.4428
H 3.9193 -1.4164 1.8363
H 3.4596 -2.8678 0.9212
H 2.9853 -1.2595 0.3273
H 2.2904 -0.0076 2.7339
H -0.3059 -1.2696 3.6321
H 1.0140 -0.5927 4.6267
H -1.2996 0.8125 3.6778
H 0.1817 1.6041 4.2898
H -0.7730 1.7720 1.5709
H 0.8619 2.1703 2.1723
H 1.0687 0.3208 0.5453

Its frontier orbital gap is 5.90 eV. The HOMO energy is -8.32 eV. For the LUMO energy, the calculation gives -2.4 eV. The calculated total energy is -69149.6748 eV. As for the energy above the lowest of the compared OMol25 structures with the same formula, charge and spin: 0.00 kcal/mol. The maximum force is 2.61 eV/Å.



Computed, not measured: a molecular structure, C14H20Br24ClP, with ωB97M-V/def2-TZVPD.

CARTESIAN COORDINATES (ANGSTROEM)
C -0.8240 0.2010 -1.8222
C -0.2886 1.2903 -2.3048
C -0.7769 2.0057 -3.5237
P -2.0811 3.2934 -3.0978
C -3.2252 2.4595 -1.8563
Cl -4.0429 3.8280 -0.9994
C -4.2767 1.6053 -2.5972
C -4.6966 0.3231 -1.8390
H -1.4292 -0.4858 -2.3996
H -0.6955 -0.0146 -0.7673
H 0.5501 1.7623 -1.7901
H -1.2544 1.2899 -4.1976
H 0.0468 2.5004 -4.0313
H -2.9376 3.4385 -4.2196
H -2.6608 1.8996 -1.1233
H -3.9353 1.3544 -3.5954
H -5.1650 2.2232 -2.6858
H -5.7759 0.2297 -1.8993
H -4.2782 -0.5561 -2.3281
H -4.3608 0.3015 -0.8053
C -1.2613 -2.9566 -4.3994
Br -2.7897 -2.2075 -3.4900
Br 0.3520 -1.9803 -4.0028
Br -1.0708 -4.8372 -4.0224
H -1.4445 -2.8613 -5.4600
C 0.5669 4.2432 1.0686
Br -0.4432 4.0286 2.7013
Br 1.9616 2.9244 0.9087
Br -0.5733 4.2363 -0.4886
H 1.0503 5.2092 1.1174
C 1.9234 4.8112 5.6308
Br 2.3409 3.7397 7.1767
Br 1.2162 6.5344 6.1214
Br 3.4324 4.9741 4.4438
H 1.1479 4.2928 5.0848
C -0.8088 -5.9774 -0.3372
Br 1.0491 -6.3977 -0.6357
Br -1.4958 -6.8440 1.2412
Br -1.1205 -4.0768 -0.2936
H -1.3594 -6.3682 -1.1817
C 4.1573 0.7857 -2.6953
Br 4.1414 0.9955 -4.6107
Br 2.3766 0.4963 -2.0075
Br 5.3792 -0.5988 -2.1327
H 4.5167 1.7150 -2.2756
C 2.5199 -3.3722 1.1199
Br 4.3796 -3.7630 0.8051
Br 1.8733 -4.2233 2.7210
Br 2.1709 -1.4826 1.1209
H 1.9621 -3.7926 0.2935
C 4.7887 0.4788 4.2329
Br 4.7368 0.7761 2.3304
Br 3.0399 0.0739 4.9336
Br 6.0790 -0.8711 4.7070
H 5.1107 1.4034 4.6911
C -1.4903 -3.7004 4.6449
Br -1.8154 -2.4118 3.2539
Br -0.4917 -2.9353 6.1050
Br -3.1226 -4.5287 5.2477
H -0.8775 -4.4809 4.2144

Its frontier orbital gap is 8.20 eV. The HOMO energy is -8.52 eV. For the LUMO energy, the calculation gives -0.3 eV. The calculated total energy is -1717669.0364 eV. The maximum force is 1.92 eV/Å.



Computed, not measured: a single C14H20N2O4 molecule, with ωB97M-V/def2-TZVPD.

CARTESIAN COORDINATES (ANGSTROEM)
C 0.0523 -0.2147 2.8997
C 0.0706 -1.6702 2.3212
C 1.5029 -1.9273 1.8424
C -1.0531 -1.9450 1.2777
N -0.9701 -1.2236 0.0069
C -0.2543 -1.4321 -1.1630
O 0.6326 -2.3027 -1.3427
C -0.7310 -0.6302 -2.2875
N -1.8310 0.3715 -2.0413
C 0.4425 0.1739 -2.8746
C 0.8823 1.3301 -1.9776
C 0.0658 1.8728 -1.0877
C 0.6066 2.9227 -0.3989
C 1.9716 3.1846 -0.3234
O 2.5206 4.2515 0.4213
C 2.7716 2.3149 -1.1210
C 2.1857 1.4980 -2.0370
C -2.3478 -1.7599 1.9533
O -3.2000 -0.9907 1.6687
O -2.6381 -2.7269 2.9591
H 0.6488 -0.2219 3.7911
H 0.2202 0.5312 2.1638
H -1.0009 -0.2021 3.3925
H -0.2207 -2.4085 3.1099
H 2.2278 -1.8649 2.7127
H 2.0210 -1.2778 1.0029
H 1.5503 -2.9256 1.2784
H -0.8382 -2.9852 1.1172
H -1.5046 -0.2846 0.0703
H -1.1561 -1.1248 -3.1862
H -2.0254 0.7149 -3.0016
H -2.6528 -0.2726 -2.0193
H 0.1689 0.7314 -3.7676
H 1.2108 -0.4864 -3.0947
H -0.9235 1.6242 -1.0171
H -0.2341 3.5135 0.0257
H 3.5325 4.2742 0.3296
H 3.9108 2.4419 -0.9069
H 2.7475 0.8722 -2.7120
H -3.5895 -2.8407 3.1616

Its frontier orbital gap is 9.04 eV. The HOMO energy is -8.46 eV. For the LUMO energy, the calculation gives 0.6 eV. The calculated total energy is -26010.2463 eV. As for the energy above the lowest of the compared OMol25 structures with the same formula, charge and spin: 101.80 kcal/mol. The maximum force is 5.86 eV/Å. Its structure (SMILES) is CC(C)[C@H](NC(=O)[C@@H](N)Cc1ccc(O)cc1)C(=O)O.